# 1
This record from the Open Molecules 2025 dataset describes a 6-piece molecular cluster, CH14O5 overall at a distorted geometry. The level of theory is the ωB97M-V functional and the def2-TZVPD basis.

Each line ends with the Löwdin charge.
CARTESIAN COORDINATES (ANGSTROEM)
C -0.6816 0.8157 2.2103  -0.016
H -1.5677 0.2157 2.2398  0.033
H -0.4253 0.8136 3.1978  -0.003
H -0.8202 1.8524 2.2454  0.034
H -0.0396 0.2661 1.5010  0.038
O 2.3188 -0.9680 -0.1549  -0.081
H 1.7506 -0.7894 -0.8980  0.002
H 2.0382 -1.6648 0.5022  0.079
O -0.8246 1.1744 -0.7960  -0.084
H -0.5238 1.0166 0.1173  -0.021
H -0.0301 1.1157 -1.4280  0.098
O -0.2483 -2.2389 -1.8034  -0.151
H -1.2839 -2.3009 -1.7255  0.062
H -0.1272 -1.9600 -0.8519  0.018
O 2.1536 1.5881 -0.4984  -0.004
H 2.6572 1.2470 -1.1690  -0.006
H 2.8110 1.8056 0.1285  0.036
O -2.3317 -0.9377 -1.2851  -0.062
H -2.8187 -0.9731 -0.4618  0.053
H -2.0067 -0.0782 -1.0704  -0.025

The calculation puts the HOMO energy at -10.48 eV. As for the multiplicity: 1. As for the energy above the lowest of the compared OMol25 structures with the same formula, charge and spin: 240.1 kJ/mol. For the largest force on an atom, the calculation gives 0.0715 hartree/bohr.

=====

# 2
This record from the Open Molecules 2025 dataset describes C25H21BrF6N5ReSSbSi as an isolated structure. The level of theory is the ωB97M-V functional and the def2-TZVPD basis.

Each line ends with the Mulliken spin population.
CARTESIAN COORDINATES (ANGSTROEM)
Re -0.4627 -0.0001 -0.6565  1.981
S -4.3332 -5.2978 3.0090  0.000
N -2.9075 -5.3934 2.2770  0.001
C -2.6521 -4.1938 1.7815  0.002
C -1.4654 -3.8203 1.0386  0.010
C -0.4288 -4.6960 0.6984  -0.004
C 0.6452 -4.2146 -0.0191  -0.005
C 0.6806 -2.8728 -0.3799  -0.037
N -0.3012 -2.0258 -0.0610  -0.008
C -1.3734 -2.4948 0.6261  0.000
C -2.4321 -1.5408 0.8715  -0.035
N -2.2553 -0.2888 0.3527  -0.043
C -3.2224 0.6278 0.5194  0.002
C -4.3877 0.3462 1.2147  -0.013
C -4.5748 -0.9135 1.7488  0.032
C -3.5827 -1.8854 1.5705  -0.003
C -3.6764 -3.2507 2.0471  -0.002
N -4.6860 -3.7554 2.7375  -0.002
H -0.4921 -5.7352 0.9970  0.000
H 1.4590 -4.8640 -0.3095  0.000
H 1.5183 -2.4696 -0.9372  0.004
H -3.0565 1.6029 0.0817  0.004
H -5.1396 1.1158 1.3187  0.000
H -5.4745 -1.1673 2.2965  0.000
F 1.3463 0.0992 -1.6336  0.036
Sb 0.9627 -0.5724 -3.7747  0.004
F -0.2586 0.3653 -4.8010  0.000
F 2.0265 0.9437 -3.9328  0.001
F 0.4662 -2.1529 -4.5683  0.001
F 2.4766 -1.4970 -3.2167  0.001
F -0.6732 -0.8182 -2.5738  0.000
C 3.0228 2.7221 -1.2204  -0.003
Si 3.2936 1.1707 -0.3117  0.002
C 4.5495 -0.0664 -0.7346  -0.001
C 2.4874 0.9879 1.3485  -0.023
C 1.1511 0.7349 1.6406  -0.050
C 0.6255 0.6468 2.9109  0.006
C 1.4935 0.8253 3.9842  -0.003
C 2.8365 1.0844 3.7527  0.003
C 3.3288 1.1674 2.4549  -0.004
H 3.9817 3.1632 -1.5125  0.000
H 2.4690 3.4438 -0.6198  0.000
H 2.4809 2.5169 -2.1506  0.000
H 5.5525 0.3510 -0.5779  0.000
H 4.4883 -0.3352 -1.7918  0.000
H 4.4503 -0.9526 -0.1089  0.000
H 0.4564 0.6695 0.7826  0.095
H -0.4294 0.4661 3.0710  -0.001
H 1.1144 0.7657 4.9957  0.000
H 3.5127 1.2203 4.5861  0.000
H 4.3859 1.3748 2.3139  0.000
Br 0.2919 5.7694 -0.1231  -0.001
C -0.3626 4.3563 -1.1583  -0.008
C -0.8721 4.5632 -2.4356  0.022
C -1.3499 3.4692 -3.1411  -0.014
C -1.2968 2.2159 -2.5678  0.035
N -0.7751 2.0092 -1.3375  -0.024
C -0.3286 3.0778 -0.6427  0.032
H -0.9040 5.5586 -2.8601  0.000
H -1.7628 3.5839 -4.1341  0.000
H -1.6992 1.3569 -3.0865  0.005
H 0.0628 2.9031 0.3512  0.006

Its net charge is +3. The calculation puts the HOMO energy (spin up / spin down) at -16.98 / -16.95 eV. As for the multiplicity: 3. The expectation value of S² is 2.01. As for the energy above the lowest of the compared OMol25 structures with the same formula, charge and spin: 34.2 kJ/mol. For the largest force on an atom, the calculation gives 0.0102 hartree/bohr.

=====

# 3
This record from the Open Molecules 2025 dataset describes an isolated ion of composition C6H11N2S and charge +1 at a distorted geometry. The level of theory is the ωB97M-V functional and the def2-TZVPD basis.

Each line ends with the Löwdin charge.
CARTESIAN COORDINATES (ANGSTROEM)
C 2.2078 -0.2557 1.0983  -0.173
C 2.5447 -0.2895 -0.5039  -0.531
S 1.6314 0.9616 -1.5485  0.783
C 0.1154 1.6533 -0.6995  -0.421
C -1.0573 0.5233 -0.3735  -0.116
N -2.3175 0.9044 0.3712  0.082
C -3.1029 -0.4026 0.5106  0.026
C -2.2243 -1.5919 -0.2483  0.025
N -0.9675 -0.9380 -0.7879  0.078
H 1.3435 -1.0470 1.3191  0.084
H 3.1794 -0.6101 1.6889  0.101
H 1.9295 0.7929 1.5358  0.073
H 2.3098 -1.3761 -0.8951  0.080
H 3.6953 -0.1088 -0.6223  0.095
H 0.4510 2.0844 0.3598  0.098
H -0.3107 2.5935 -1.2867  0.120
H -2.6014 1.8387 0.7406  0.170
H -4.1379 -0.5588 1.0537  0.135
H -2.4684 -2.7305 -0.3803  0.135
H -0.2200 -1.4431 -1.3321  0.157

Its net charge is +1. The calculation puts the HOMO energy at -12.59 eV. As for the multiplicity: 1. As for the energy above the lowest of the compared OMol25 structures with the same formula, charge and spin: 637.5 kJ/mol. For the largest force on an atom, the calculation gives 0.1510 hartree/bohr.

=====

# 4
This record from the Open Molecules 2025 dataset describes C48H48N4Zr as an isolated structure at a distorted geometry. The level of theory is the ωB97M-V functional and the def2-TZVPD basis.

Each line ends with the Löwdin charge.
CARTESIAN COORDINATES (ANGSTROEM)
Zr -0.1213 -0.2791 -0.3167  1.763
C -1.1007 3.7115 1.0291  -0.033
C -2.3682 2.8619 0.8757  -0.334
C -2.2006 1.4939 1.5557  -0.046
C -2.7735 2.6763 -0.5711  -0.151
C -3.9711 3.2061 -1.0299  -0.015
C -4.3845 3.0162 -2.3354  -0.039
C -3.6323 2.2378 -3.1978  -0.012
C -2.4361 1.6754 -2.7751  -0.137
C -1.6448 0.7361 -3.6645  -0.360
C -0.8926 1.4745 -4.7762  -0.016
C -2.5494 -0.3353 -4.2926  -0.063
C -1.9839 1.9474 -1.4718  -0.181
N -0.6881 1.4945 -1.1149  -0.134
C 0.3937 2.1455 -1.6057  -0.203
C 1.6564 1.4851 -1.5551  -0.180
N 1.7465 0.3589 -0.7944  -0.113
C 2.8745 -0.4769 -1.0186  -0.181
C 4.1111 -0.1813 -0.4306  -0.161
C 5.2143 -0.9452 -0.7874  -0.009
C 5.0991 -1.9823 -1.6962  -0.032
C 3.8639 -2.3035 -2.2311  -0.018
C 2.7386 -1.5554 -1.9066  -0.143
C 1.3710 -1.9688 -2.4165  -0.372
C 0.9952 -3.3006 -1.7460  -0.046
C 1.3017 -2.1075 -3.9383  -0.022
C 4.1765 0.8966 0.6229  -0.368
C 3.9730 0.2320 1.9915  -0.048
C 5.4914 1.6698 0.6162  -0.050
C 2.5849 2.2125 -2.4055  -0.075
C 3.8557 2.0237 -2.9040  0.017
C 4.3850 2.9872 -3.7804  -0.047
C 3.7010 4.1196 -4.1558  0.008
C 2.3862 4.3417 -3.6843  -0.150
C 1.5236 5.4188 -3.9938  0.014
C 0.2477 5.4585 -3.4812  -0.044
C -0.2787 4.4421 -2.6701  0.014
C 0.5368 3.3807 -2.3464  -0.115
C 1.8713 3.3675 -2.8316  -0.092
H -0.9466 3.9689 2.0747  0.086
H -1.2039 4.6371 0.4678  0.090
H -0.2134 3.1868 0.6648  0.067
H -3.1884 3.3866 1.3765  0.142
H -1.3549 0.9568 1.0810  -0.002
H -3.1096 0.8963 1.4508  0.101
H -1.9896 1.6187 2.6199  0.096
H -4.5835 3.7895 -0.3607  0.121
H -5.3034 3.4644 -2.6736  0.116
H -3.9727 2.0671 -4.2065  0.124
H -0.8966 0.2123 -3.0202  0.099
H -1.5965 2.0057 -5.4109  0.095
H -0.3495 0.7577 -5.3873  0.087
H -0.1882 2.1980 -4.3768  0.069
H -3.0286 0.0402 -5.1903  0.088
H -3.3312 -0.6559 -3.6075  0.078
H -1.9512 -1.1962 -4.5824  0.067
H 6.1767 -0.7209 -0.3577  0.121
H 5.9719 -2.5539 -1.9727  0.118
H 3.7779 -3.1374 -2.9097  0.120
H 0.6184 -1.1824 -2.1066  0.060
H 1.7590 -4.0425 -1.9740  0.099
H 0.0486 -3.6802 -2.1317  0.075
H 0.9445 -3.1974 -0.6518  0.084
H 1.8694 -2.9757 -4.2597  0.093
H 1.6987 -1.2290 -4.4412  0.097
H 0.2684 -2.2512 -4.2449  0.074
H 3.3504 1.6006 0.4507  0.127
H 4.7700 -0.4817 2.1823  0.093
H 3.0229 -0.3060 2.0363  0.050
H 4.0005 0.9877 2.7722  0.088
H 6.2945 1.0614 1.0225  0.082
H 5.3898 2.5563 1.2367  0.089
H 5.7537 1.9768 -0.3923  0.081
H 4.4396 1.1511 -2.6560  0.106
H 5.3763 2.8208 -4.1715  0.111
H 4.1563 4.8377 -4.8196  0.121
H 1.8732 6.2094 -4.6386  0.122
H -0.3894 6.2937 -3.7205  0.112
H -1.2991 4.4988 -2.3240  0.113
C 0.1909 -0.2614 4.0999  0.012
C 0.4775 -0.0107 2.7710  -0.103
N 0.0396 -0.7887 1.7619  -0.073
C -0.8078 -1.8302 2.0785  -0.135
C -1.0527 -2.2098 3.4249  -0.113
C -0.5301 -1.4028 4.4392  0.066
C -1.8353 -3.3753 3.6817  0.021
C -2.3568 -4.1018 2.6658  0.019
C -2.2389 -3.6707 1.3111  -0.116
C -2.8659 -4.3292 0.2524  0.064
C -2.7956 -3.7786 -1.0231  0.010
C -2.1262 -2.5825 -1.2138  -0.087
N -1.4703 -1.9326 -0.2340  -0.067
C -1.4892 -2.4985 1.0273  -0.135
H 0.5417 0.4120 4.8639  0.130
H 1.0973 0.8343 2.4713  0.128
H -0.7059 -1.6519 5.4718  0.139
H -2.0006 -3.6590 4.7093  0.135
H -2.9189 -4.9984 2.8658  0.133
H -3.4122 -5.2417 0.4283  0.140
H -3.2884 -4.2607 -1.8522  0.130
H -2.1310 -2.0893 -2.1848  0.114

Its net charge is +2. The calculation puts the HOMO energy (spin up / spin down) at -11.46 / -11.46 eV. As for the multiplicity: 1. As for the energy above the lowest of the compared OMol25 structures with the same formula, charge and spin: 166.6 kJ/mol. For the largest force on an atom, the calculation gives 0.0547 hartree/bohr.

=====

# 5
This record from the Open Molecules 2025 dataset describes one molecule with the formula C4H2S2 at a distorted geometry. The level of theory is the ωB97M-V functional and the def2-TZVPD basis.

Each line ends with the Löwdin charge.
CARTESIAN COORDINATES (ANGSTROEM)
S -0.4369 -2.0933 2.4322  0.706
C 0.5790 -1.5271 1.2850  -0.661
C 0.1214 -0.5820 0.2835  -0.115
C -0.1756 0.3434 -0.4476  -0.085
C -0.5569 1.5203 -1.2615  -0.661
S 0.1875 1.9478 -2.6556  0.690
H 1.6399 -1.7401 1.1407  0.060
H -1.3584 2.1311 -0.7766  0.065

The calculation puts the HOMO energy at -9.41 eV. As for the multiplicity: 1. As for the energy above the lowest of the compared OMol25 structures with the same formula, charge and spin: 91.2 kJ/mol. For the largest force on an atom, the calculation gives 0.0281 hartree/bohr.

=====

# 6
This record from the Open Molecules 2025 dataset describes one molecule with the formula C2H2OS at a distorted geometry. The level of theory is the ωB97M-V functional and the def2-TZVPD basis.

Each line ends with the Löwdin charge.
CARTESIAN COORDINATES (ANGSTROEM)
C -1.6680 0.1094 -0.1919  0.115
C -0.5111 0.2110 -0.5912  -0.243
O 0.6429 0.3264 -1.3833  -0.557
S 2.0249 1.0205 -0.7028  0.752
H -2.5331 0.4055 0.2299  -0.011
H 3.0197 -0.0526 -0.9790  -0.056

The calculation puts the HOMO energy at -9.58 eV. As for the multiplicity: 1. As for the energy above the lowest of the compared OMol25 structures with the same formula, charge and spin: 289.4 kJ/mol. For the largest force on an atom, the calculation gives 0.1089 hartree/bohr.

=====

> multiplicity of number 6 (C2H2OS)?

1